1.
The following is a quantum chemistry calculation of C5H7InO4 as an isolated structure in a non-equilibrium geometry, from the Open Molecules 2025 dataset.

## Properties
- Energy above the lowest of the compared OMol25 structures with the same formula, charge and spin: 0.000 eV
- Lowest unoccupied orbital energy (alpha / beta): -17.288 / -17.287 eV
- Charge: +3
- Multiplicity: 2

Geometry as XYZ:
```
17
C5H7InO4, DFT ωB97M-V with the def2-TZVPD basis set
H 3.047 -1.062 -0.723
In 3.116 1.660 0.631
O 3.249 -0.420 1.058
O 1.338 -1.519 0.307
C 0.113 -0.796 0.515
C 0.254 0.425 -0.386
O 1.806 0.598 -0.303
C 2.346 -0.651 0.076
H -0.710 -1.453 0.222
H 0.044 -0.513 1.574
H -0.122 1.349 0.061
H 0.099 0.199 -1.447
H -2.541 1.080 -1.532
O -3.674 0.929 1.384
C -2.594 0.305 -0.766
C -3.206 0.620 0.372
H -2.566 -0.750 -1.041
```


2.
The following is a quantum chemistry calculation of C16H29MnN4O2 as an isolated structure in a non-equilibrium geometry, from the Open Molecules 2025 dataset.

## Properties
- Energy above the lowest of the compared OMol25 structures with the same formula, charge and spin: 0.000 eV
- Lowest unoccupied orbital energy (alpha / beta): -10.381 / -7.030 eV
- Charge: +2
- Multiplicity: 5

Geometry as XYZ:
```
52
C16H29MnN4O2, DFT ωB97M-V with the def2-TZVPD basis set
Mn 0.236 -0.222 -1.398
N 1.535 1.426 -1.189
C 2.610 1.437 -2.183
C 2.015 1.062 -3.555
N 1.077 -0.124 -3.581
C 1.740 -1.377 -3.960
C 1.156 -2.611 -3.246
N 0.983 -2.323 -1.787
C -0.077 0.143 -4.462
C -1.156 1.013 -3.865
N -1.521 0.546 -2.489
H 1.028 2.315 -1.251
H 1.872 1.393 -0.159
H 3.355 0.673 -1.832
H 3.186 2.358 -2.350
H 2.907 0.780 -4.175
H 1.446 1.942 -3.975
H 2.823 -1.413 -3.761
H 1.623 -1.599 -5.034
H 1.785 -3.460 -3.431
H 0.173 -2.946 -3.686
H 1.912 -2.363 -1.325
H 0.292 -2.958 -1.374
H -0.517 -0.793 -4.844
H 0.272 0.664 -5.398
H -2.000 1.098 -4.526
H -0.740 2.049 -3.703
H -2.286 -0.194 -2.516
H -1.968 1.342 -2.003
C -2.731 -0.672 6.328
C -1.903 -0.450 5.136
C -2.556 -0.196 3.923
C -1.867 0.226 2.803
C -2.622 0.626 1.578
C -0.443 0.280 2.860
C 0.183 0.193 4.129
C 1.715 0.427 4.299
C -0.504 -0.165 5.244
C 0.396 0.392 1.589
O 1.419 1.088 1.609
O -0.102 -0.187 0.531
H -2.326 -0.103 7.191
H -2.841 -1.711 6.636
H -3.769 -0.263 6.273
H -3.654 -0.492 3.749
H -3.710 0.439 1.860
H -2.305 0.039 0.729
H -2.520 1.705 1.375
H 2.234 -0.366 3.743
H 1.981 0.222 5.334
H 2.105 1.375 3.929
H 0.059 -0.265 6.210
```


3.
The following is a quantum chemistry calculation of a 2-piece molecular cluster, CH4P2 overall in a non-equilibrium geometry, from the Open Molecules 2025 dataset.

## Properties
- Energy above the lowest of the compared OMol25 structures with the same formula, charge and spin: 3.130 eV
- Lowest unoccupied orbital energy (alpha / beta): -1.358 / -1.357 eV
- Multiplicity: 1

Geometry as XYZ:
```
7
CH4P2, DFT ωB97M-V with the def2-TZVPD basis set
C -0.434 -0.440 0.085
P -1.955 -1.261 0.506
P 0.934 -0.365 1.331
H -0.185 0.126 -0.873
H -2.479 -1.165 -0.859
H 2.056 -0.421 0.455
H 1.449 1.826 1.366
```


4.
The following is a quantum chemistry calculation of C5H6ClNO as an isolated structure in a non-equilibrium geometry, from the Open Molecules 2025 dataset.

## Properties
- Energy above the lowest of the compared OMol25 structures with the same formula, charge and spin: 4.919 eV
- Lowest unoccupied orbital energy: 0.568 eV
- Multiplicity: 1

Geometry as XYZ:
```
14
C5H6ClNO, DFT ωB97M-V with the def2-TZVPD basis set
C -2.196 0.157 0.071
C -0.664 -0.263 -0.399
C 0.810 -1.692 -0.035
C 1.623 -0.613 -0.106
C 0.525 0.369 -0.261
H -2.369 1.322 -0.095
H -2.916 -0.438 -0.480
H -2.293 -0.148 1.173
H 1.270 -2.749 0.381
H 2.029 1.894 -0.553
H 0.547 2.226 0.959
N 0.786 1.737 -0.267
O -0.436 -1.575 -0.316
Cl 3.284 -0.227 -0.072
```


5.
The following is a quantum chemistry calculation of an isolated ion of composition C5H11NP and charge +1 in a non-equilibrium geometry, from the Open Molecules 2025 dataset.

## Properties
- Energy above the lowest of the compared OMol25 structures with the same formula, charge and spin: 0.727 eV
- SMILES string: C=C/C=C/[C@@H]([NH3+])P
- Lowest unoccupied orbital energy: -4.006 eV
- Charge: +1
- Multiplicity: 1

Geometry as XYZ:
```
18
C5H11NP, DFT ωB97M-V with the def2-TZVPD basis set
C 3.688 0.701 -0.160
C 2.515 0.516 0.444
C 1.307 0.200 -0.265
C 0.089 0.245 0.314
C -1.152 0.009 -0.379
N -1.836 -1.508 0.383
P -2.516 1.226 0.029
H 4.573 0.938 0.400
H 3.790 0.641 -1.230
H 2.426 0.618 1.516
H 1.394 -0.040 -1.317
H 0.011 0.544 1.350
H -1.064 -0.300 -1.419
H -2.820 -1.601 0.127
H -1.295 -2.307 0.055
H -1.738 -1.393 1.392
H -1.791 2.315 -0.446
H -3.193 1.049 -1.174
```


6.
The following is a quantum chemistry calculation of C4H3N5S2 in the gas phase in a non-equilibrium geometry, from the Open Molecules 2025 dataset.

## Properties
- Energy above the lowest of the compared OMol25 structures with the same formula, charge and spin: 0.290 eV
- SMILES string: Nc1nc(=S)[nH]c2nnsc12
- Lowest unoccupied orbital energy: -1.115 eV
- Multiplicity: 1

Geometry as XYZ:
```
14
C4H3N5S2, DFT ωB97M-V with the def2-TZVPD basis set
C 1.306 -0.402 0.296
C -0.269 -1.380 -1.058
C -0.927 0.547 0.134
C 0.368 0.604 0.661
H 2.770 0.501 1.374
H 3.263 -1.025 0.676
H -2.049 -0.432 -1.277
N 2.510 -0.385 0.978
N 1.003 -1.332 -0.530
N -1.232 -0.505 -0.701
N -1.670 1.652 0.319
N -1.110 2.459 1.149
S -0.658 -2.601 -2.126
S 0.448 2.071 1.533
```


no.,E_tot (eV)
1,-18620.7885
2,-58423.8165
3,-19674.6984
4,-21337.5635
5,-16133.6206
6,-33316.8752